[1]
Here is one molecule with the formula C4H4N2O in a non-equilibrium geometry from OMol25. Energies are from ωB97M-V/def2-TZVPD.

Structure (XYZ):
```
11
Properties=species:S:1:pos:R:3
C -1.64 -0.55 0.05
C -0.18 0.00 0.08
N 0.72 -0.87 -0.04
C 2.05 -0.18 0.13
O 3.02 -0.96 0.00
N 1.72 1.24 -0.02
C 0.52 1.33 0.00
H -2.19 -0.01 -0.80
H -2.20 -0.55 1.06
H -1.77 -1.76 -0.47
H -0.05 2.32 0.00
```

The LUMO energy is -1.5 eV. As for the SMILES: CC1=NC(=O)N=C1. For the calculated total energy, the calculation gives -9237.23567 eV. For the energy above the lowest of the compared OMol25 structures with the same formula, charge and spin, the calculation gives 313.8 kJ/mol. The maximum force comes out at 6.90 eV/Å.

***

[2]
Here is one molecule with the formula C4H4N2O in a non-equilibrium geometry from OMol25. Energies are from ωB97M-V/def2-TZVPD.

Structure (XYZ):
```
11
Properties=species:S:1:pos:R:3
N -3.39 0.07 0.40
C -2.36 0.18 -0.30
C -0.84 0.42 -0.44
N -0.21 1.44 -0.90
O 1.20 1.25 -0.82
C 1.45 0.06 -0.09
C 0.10 -0.51 0.39
H 1.84 0.38 0.77
H 1.91 -0.95 -0.64
H 0.01 -0.56 1.44
H 0.28 -1.78 0.20
```

The LUMO energy is -0.4 eV. As for the SMILES: N#CC1=NOCC1. For the calculated total energy, the calculation gives -9235.05911 eV. For the energy above the lowest of the compared OMol25 structures with the same formula, charge and spin, the calculation gives 523.8 kJ/mol. The maximum force comes out at 9.66 eV/Å.

***

[3]
Here is a 2-piece molecular cluster, C4H4N2O overall in a non-equilibrium geometry from OMol25. Energies are from ωB97M-V/def2-TZVPD.

Structure (XYZ):
```
11
Properties=species:S:1:pos:R:3
C -0.79 1.20 0.37
N -1.96 1.43 0.73
C -1.63 0.02 0.26
H 0.16 1.72 0.28
H -2.03 -0.28 -0.71
H -1.59 -0.75 1.02
N 2.62 -0.50 1.34
C 2.01 -0.61 0.36
C 1.26 -0.72 -0.90
O 0.52 -1.64 -1.13
H 1.42 0.12 -1.61
```

The LUMO energy is -1.0 eV. As for the SMILES: C1=NC1.N#CC=O. For the calculated total energy, the calculation gives -9236.66099 eV. For the energy above the lowest of the compared OMol25 structures with the same formula, charge and spin, the calculation gives 369.2 kJ/mol. The maximum force comes out at 1.15 eV/Å.

***

[4]
Here is one molecule with the formula C4H4N2O in a non-equilibrium geometry from OMol25. Energies are from ωB97M-V/def2-TZVPD.

Structure (XYZ):
```
11
Properties=species:S:1:pos:R:3
N -1.45 0.56 2.15
C -1.35 0.01 1.14
C -1.25 -0.68 -0.17
O -0.04 -1.38 -0.34
C 1.08 -0.62 -0.61
C 1.40 0.54 -0.07
N 1.80 1.58 0.44
H -1.40 0.06 -0.96
H -2.05 -1.43 -0.22
H 1.75 -1.08 -1.32
H 1.51 2.44 -0.03
```

The LUMO energy is 0.5 eV. As for the SMILES: N#CCOC=C=N. For the calculated total energy, the calculation gives -9237.64930 eV. For the energy above the lowest of the compared OMol25 structures with the same formula, charge and spin, the calculation gives 273.9 kJ/mol. The maximum force comes out at 1.14 eV/Å.

***

[5]
Here is one molecule with the formula C4H4N2O in a non-equilibrium geometry from OMol25. Energies are from ωB97M-V/def2-TZVPD.

Structure (XYZ):
```
11
Properties=species:S:1:pos:R:3
O -1.64 1.18 -1.51
C -0.85 0.64 -0.78
C -1.15 0.05 0.52
C -0.22 -0.66 1.18
N 1.04 -0.99 0.67
C 1.32 -0.44 -0.44
N 0.57 0.53 -1.12
H -2.15 0.20 0.93
H -0.41 -1.08 2.17
H 2.26 -0.63 -0.94
H 1.19 1.26 -0.73
```

The LUMO energy is -0.2 eV. As for the SMILES: O=c1ccnc[nH]1. For the calculated total energy, the calculation gives -9239.21355 eV. For the energy above the lowest of the compared OMol25 structures with the same formula, charge and spin, the calculation gives 123.0 kJ/mol. The maximum force comes out at 2.00 eV/Å.

***

[6]
Here is a 2-piece molecular cluster, C4H4N2O overall from OMol25. Energies are from ωB97M-V/def2-TZVPD.

Structure (XYZ):
```
11
Properties=species:S:1:pos:R:3
H -2.11 1.11 -0.13
N -1.28 0.52 -0.21
C -0.19 1.15 -0.02
C 1.15 0.63 -0.01
C 1.63 -0.63 -0.13
O 2.48 -1.40 -0.30
H -0.21 2.24 0.15
H 1.95 1.35 0.08
C -1.15 -1.49 0.15
N -0.04 -1.84 0.29
H -2.22 -1.65 0.11
```

The LUMO energy is 0.7 eV. As for the SMILES: [H]/N=C/C=C=O.C#N. For the calculated total energy, the calculation gives -9237.57202 eV. For the energy above the lowest of the compared OMol25 structures with the same formula, charge and spin, the calculation gives 281.3 kJ/mol. The maximum force comes out at 0.97 eV/Å.

***

Number 1: HOMO -10.3 eV. Number 2: HOMO -10.2 eV. Number 3: HOMO -10.6 eV. Number 4: HOMO -9.0 eV. Number 5: HOMO -9.9 eV. Number 6: HOMO -8.9 eV.